This record from the Open Molecules 2025 dataset describes C55H125N5O12Ti as an isolated structure. The level of theory is ωB97M-V/def2-TZVPD.

```
! RIJCOSX wB97M-V def2-TZVPD def2/J DEFGRID3
* xyz 0 1
Ti -2.00 -2.30 1.06
C -1.55 -3.80 3.55
O -1.35 -3.58 2.09
H -1.52 -2.87 4.13
H -2.58 -4.29 3.65
H -0.72 -4.47 3.86
C -0.67 -4.10 -0.77
O -1.46 -2.96 -0.57
H 0.34 -3.98 -1.08
H -1.18 -4.78 -1.44
H -0.71 -4.74 0.08
C -4.68 -3.19 1.63
O -3.70 -2.19 1.34
H -4.64 -3.50 2.70
H -5.62 -2.76 1.41
H -4.49 -4.05 1.02
C -0.86 0.29 0.68
O -1.04 -0.83 1.45
H -0.56 0.07 -0.32
H -1.81 0.86 0.65
H -0.06 0.90 1.12
C 4.37 5.44 3.04
C 3.50 4.37 2.40
C 2.09 4.94 2.20
C 1.24 4.00 1.34
C 1.85 3.77 -0.02
C 3.31 3.25 0.08
N 4.06 4.04 1.11
O 5.33 3.48 1.35
C 3.30 1.76 0.43
C 4.00 3.47 -1.27
C 3.43 3.12 3.37
H 5.37 5.10 3.11
H 3.94 5.72 4.00
H 4.36 6.27 2.40
H 1.55 5.26 3.11
H 2.12 5.89 1.58
H 0.24 4.45 1.32
H 1.07 3.02 1.81
H 1.76 4.70 -0.63
H 1.40 3.00 -0.60
H 4.33 1.44 0.74
H 2.72 1.54 1.32
H 2.93 1.15 -0.46
H 4.86 2.79 -1.34
H 3.37 3.34 -2.16
H 4.34 4.55 -1.24
H 4.37 2.68 3.75
H 2.82 2.33 2.89
H 2.80 3.46 4.17
H 5.96 4.22 1.21
C -2.84 1.76 3.45
C -1.96 1.12 4.60
C -0.49 1.06 4.11
C 0.48 0.83 5.26
C 0.26 1.96 6.32
C -1.20 1.90 6.89
N -2.10 1.91 5.75
O -3.49 1.98 6.20
C -1.37 0.66 7.75
C -1.39 3.19 7.73
C -2.52 -0.35 4.63
H -2.36 2.73 3.23
H -3.79 1.99 3.90
H -2.94 1.10 2.59
H -0.39 0.34 3.35
H -0.14 1.92 3.53
H 1.50 0.76 4.87
H 0.20 -0.06 5.78
H 0.50 2.96 5.89
H 0.87 1.89 7.23
H -0.92 -0.27 7.26
H -0.87 0.71 8.73
H -2.40 0.38 7.93
H -1.12 4.09 7.13
H -2.40 3.37 8.07
H -0.61 3.17 8.60
H -2.03 -0.89 5.41
H -2.22 -0.85 3.71
H -3.57 -0.41 4.78
H -3.63 1.19 6.74
C -5.70 3.57 -2.54
C -4.49 3.39 -1.56
C -3.28 2.66 -2.22
C -2.51 3.57 -3.19
C -2.15 4.84 -2.50
C -3.31 5.67 -1.89
N -4.04 4.69 -1.04
O -5.17 5.30 -0.40
C -2.82 6.83 -1.00
C -4.06 6.39 -3.10
C -4.92 2.44 -0.43
H -6.17 2.56 -2.69
H -5.47 3.83 -3.58
H -6.43 4.25 -2.03
H -2.64 2.53 -1.36
H -3.51 1.63 -2.55
H -3.11 3.89 -4.08
H -1.63 3.09 -3.49
H -1.55 5.52 -3.16
H -1.45 4.57 -1.67
H -1.98 7.35 -1.47
H -3.61 7.56 -0.83
H -2.49 6.45 -0.04
H -3.47 7.21 -3.43
H -4.34 5.73 -3.90
H -5.06 6.74 -2.73
H -5.92 2.65 -0.09
H -4.26 2.50 0.48
H -4.88 1.43 -0.79
H -4.84 5.35 0.50
C 1.49 -0.66 -2.22
C 0.90 -0.69 -3.68
C 1.92 0.07 -4.55
C 3.20 -0.81 -4.87
C 2.76 -2.06 -5.58
C 1.79 -2.87 -4.75
N 0.66 -1.98 -4.29
O -0.30 -2.72 -3.60
C 1.15 -3.98 -5.59
C 2.49 -3.66 -3.58
C -0.41 0.17 -3.64
H 0.91 -1.33 -1.54
H 1.39 0.36 -1.86
H 2.53 -0.94 -2.14
H 1.55 0.34 -5.55
H 2.14 0.95 -3.95
H 3.67 -1.21 -3.96
H 3.92 -0.31 -5.48
H 3.56 -2.74 -5.91
H 2.31 -1.77 -6.53
H 0.57 -4.67 -5.02
H 0.55 -3.55 -6.37
H 1.92 -4.65 -5.99
H 2.87 -3.06 -2.76
H 1.84 -4.45 -3.22
H 3.36 -4.24 -3.91
H -0.16 1.23 -3.52
H -0.91 -0.01 -2.70
H -1.10 -0.09 -4.47
H -0.02 -2.72 -2.64
C 2.60 -3.09 2.48
C 3.99 -2.53 2.12
C 5.12 -2.90 3.13
C 6.49 -2.42 2.65
C 6.79 -3.10 1.31
C 5.70 -2.91 0.32
N 4.38 -3.24 0.93
O 3.33 -3.15 0.00
C 5.72 -1.47 -0.30
C 5.94 -3.88 -0.88
C 3.85 -0.91 1.98
H 1.89 -2.75 1.77
H 2.29 -2.71 3.48
H 2.54 -4.18 2.40
H 4.94 -2.42 4.10
H 5.17 -4.00 3.30
H 7.26 -2.60 3.42
H 6.47 -1.33 2.48
H 6.89 -4.25 1.49
H 7.71 -2.82 0.88
H 5.79 -0.55 0.33
H 6.52 -1.45 -1.05
H 4.79 -1.38 -0.90
H 6.97 -3.80 -1.18
H 5.74 -4.93 -0.54
H 5.40 -3.64 -1.77
H 3.46 -0.52 2.96
H 3.20 -0.72 1.09
H 4.78 -0.30 1.91
H 3.12 -4.04 -0.34
C -3.08 -7.55 -1.82
C -4.00 -6.41 -1.87
O -5.37 -6.90 -1.99
H -3.43 -8.12 -2.68
H -3.18 -8.14 -0.90
H -2.02 -7.25 -1.91
H -3.81 -5.91 -2.82
H -3.96 -5.64 -1.11
H -5.97 -6.20 -2.31
C -4.25 -1.03 -3.19
C -3.76 -1.76 -2.01
O -2.86 -0.91 -1.17
H -5.11 -0.36 -3.02
H -4.66 -1.73 -3.89
H -3.38 -0.65 -3.74
H -3.21 -2.69 -2.18
H -4.60 -2.04 -1.31
H -2.03 -0.79 -1.59
C -2.56 -2.19 -6.57
C -3.01 -3.56 -6.01
O -2.95 -3.59 -4.61
H -2.70 -2.05 -7.65
H -1.47 -2.01 -6.29
H -3.26 -1.48 -6.04
H -2.40 -4.41 -6.35
H -4.06 -3.69 -6.27
H -2.05 -3.50 -4.25
*
```

Results
HOMO   -0.305 Eh
Electronic energy   -114191.8061 eV